No. 1
Here is one molecule with the formula C5H9NO2 from OMol25. Energies are from ωB97M-V with the def2-TZVPD basis set.

XYZ file:
```
17
Properties=species:S:1:pos:R:3:lowdin_charge:R:1
C -0.4796 1.4354 -0.3223 -0.3739
C 0.4086 0.4757 -1.0322 -0.0732
C -0.7925 0.6280 1.2555 -0.0246
C -0.1877 -0.8610 -0.4940 -0.5293
C 1.2769 -2.6724 -0.0481 0.0114
O 0.1085 2.6563 -0.1214 -0.0015
N 0.8039 -1.5433 0.2343 0.0628
O -1.1988 -1.3563 -0.9653 0.0819
H -0.4778 3.2157 0.4028 0.1068
H -1.4888 1.4659 -0.7377 0.1391
H 1.4495 0.6013 -0.7152 0.1281
H 0.2657 0.5219 -2.1114 0.1239
H -1.6244 1.2542 1.5891 0.0544
H -1.1524 -0.3587 1.5409 0.0631
H 0.0999 0.8771 1.8348 0.0660
H 1.0552 -3.1894 -0.9847 0.0895
H 1.9340 -3.1505 0.6748 0.0753
```

Computed properties:
SMILES string	C=NC(=O)C[C@@H](C)O
orbital gap	10.1	eV
total energy	-10913.4889	eV

No. 2
Here is one molecule with the formula C5H9NO2 from OMol25. Energies are from ωB97M-V with the def2-TZVPD basis set.

XYZ file:
```
17
Properties=species:S:1:pos:R:3:lowdin_charge:R:1
C -1.5746 0.2317 0.5698 -0.4458
C 2.1654 0.1181 -0.6244 -0.0640
C -0.3083 0.4612 -0.2511 -0.2627
C 0.9055 -0.2987 0.0800 -0.2954
C 0.8860 -1.3149 0.9397 0.1006
O -2.5369 1.1792 0.2764 0.0023
O -2.0333 -1.0689 0.2748 0.0002
N -0.4466 1.3081 -1.1814 0.1801
H -2.9789 -1.0886 0.4674 0.1041
H -2.3133 1.5396 -0.6011 0.0782
H -1.3501 0.3111 1.6490 0.1552
H 0.3715 1.4734 -1.7595 0.0656
H 2.0766 -0.0584 -1.6977 0.0842
H 2.3613 1.1792 -0.4657 0.0852
H 3.0131 -0.4529 -0.2542 0.0770
H 1.7792 -1.8777 1.1569 0.0715
H -0.0166 -1.6417 1.4212 0.0636
```

Computed properties:
SMILES string	[H]/N=C(\C(=C)C)C(O)O
orbital gap	10.4	eV
total energy	-10915.2232	eV

No. 3
Here is one molecule with the formula C5H9NO2 from OMol25. Energies are from ωB97M-V with the def2-TZVPD basis set.

XYZ file:
```
17
Properties=species:S:1:pos:R:3:lowdin_charge:R:1
O -1.4622 -2.8022 -0.2599 0.0995
C -1.7344 -1.6289 -0.1129 -0.5286
O -2.8283 -1.3006 0.5859 0.1040
C -0.9419 -0.4267 -0.4542 -0.1222
C 0.3371 -0.4090 0.3315 -0.1512
C 1.1708 0.8160 0.0195 -0.4171
C 1.8579 1.3870 1.0075 0.0240
N 1.2143 1.2848 -1.2959 0.0769
H -3.4440 -1.9798 0.8785 0.1263
H -1.4626 0.5354 -0.4012 0.1329
H -0.7228 -0.4109 -1.5312 0.1279
H 0.2171 -0.4598 1.4149 0.1228
H 1.0085 -1.2628 0.1909 0.1355
H 2.5620 2.2134 1.0087 0.0511
H 1.7512 1.1020 2.0531 0.0531
H 0.4359 1.5594 -1.8668 0.0819
H 2.0413 1.7828 -1.5684 0.0831
```

Computed properties:
SMILES string	C=C(N)CCC(=O)O
orbital gap	9.2	eV
total energy	-10915.4036	eV

No. 4
Here is C5H9NO2 as an isolated structure from OMol25. Energies are from ωB97M-V with the def2-TZVPD basis set.

XYZ file:
```
17
Properties=species:S:1:pos:R:3:lowdin_charge:R:1
C 0.9119 -1.4055 -1.3076 -0.0052
C -1.5226 1.2678 -0.2990 -0.0569
C 0.6508 0.5244 1.0040 -0.4791
C -0.0742 -0.9690 -0.2552 -0.3273
C -0.3450 0.4304 0.0717 -0.2046
N 1.1372 1.5818 1.7247 0.1552
O -1.0729 -1.8354 -0.0156 0.1183
O 1.1883 -0.6739 1.1365 -0.0104
H -0.9454 -2.6651 -0.4978 0.1228
H 0.6035 2.4356 1.7130 0.0928
H 1.5605 1.3484 2.6090 0.0984
H 1.2957 -2.4081 -1.1030 0.0924
H 0.3979 -1.4112 -2.2752 0.0972
H 1.7468 -0.7129 -1.3497 0.0952
H -1.5959 2.1300 0.3690 0.0697
H -2.4589 0.7092 -0.2007 0.0737
H -1.4778 1.6537 -1.3241 0.0679
```

Computed properties:
orbital gap	8.0	eV
total energy	-10914.3991	eV

No. 5
Here is a 2-piece molecular cluster, C5H9NO2 overall from OMol25. Energies are from ωB97M-V with the def2-TZVPD basis set.

XYZ file:
```
17
Properties=species:S:1:pos:R:3:lowdin_charge:R:1
C 0.9955 -1.2190 -0.5393 -0.0566
C 1.3488 -0.0475 -1.2265 -0.2277
C 0.8048 1.5205 0.2664 -0.4023
N 1.9321 0.3917 -2.2214 0.1400
O 1.4827 1.3339 1.2555 0.0363
H 1.8993 1.4040 -2.3607 0.0602
H 0.9168 2.3384 -0.4559 0.1388
H 0.4589 -1.9452 -1.1485 0.1062
H 1.8135 -1.6588 0.0273 0.1094
H 0.1719 -0.9373 0.3152 0.0759
C -2.2341 -0.4911 0.7766 -0.0581
C -0.8713 0.0673 0.9943 -0.2546
O -0.5294 1.0638 0.1727 -0.0471
H -0.4148 0.0869 1.9794 0.1281
H -2.4045 -0.7002 -0.2822 0.0849
H -2.3572 -1.4154 1.3429 0.0817
H -3.0129 0.2081 1.1040 0.0847
```

Computed properties:
orbital gap (alpha / beta)	7.5 / 7.2	eV
total energy	-10911.6882	eV

No. 6
Here is a 2-piece molecular cluster, C5H9NO2 overall from OMol25. Energies are from ωB97M-V with the def2-TZVPD basis set.

XYZ file:
```
17
Properties=species:S:1:pos:R:3:lowdin_charge:R:1
C 3.3927 0.2459 -0.3301 -0.5157
C -0.7010 0.7386 -1.0321 -0.1231
C 0.3970 0.4018 -0.0383 -0.2339
C 0.0450 0.8542 1.3806 -0.1563
C -1.7742 -1.3570 -0.0937 -0.0222
N -0.6109 -0.6429 -0.5359 -0.2003
O 3.3212 -0.7685 0.1868 0.1901
O 3.4154 1.2390 -0.8630 0.2140
H -1.6066 1.1965 -0.7820 0.0918
H -0.3966 0.8631 -2.0375 0.0874
H -0.9970 0.9026 1.7732 0.0540
H 0.5713 1.8375 1.3910 0.0693
H 0.7400 0.1533 2.0857 0.1074
H -2.5411 -1.3187 -0.7976 0.0661
H -1.3795 -2.4527 0.0560 0.1373
H -1.8467 -0.7710 0.8444 0.0910
H -0.0291 -1.1216 -1.2074 0.1433
```

Computed properties:
orbital gap	8.0	eV
total energy	-10912.1728	eV

No. 7
Here is C5H9NO2 as an isolated structure from OMol25. Energies are from ωB97M-V with the def2-TZVPD basis set.

XYZ file:
```
17
Properties=species:S:1:pos:R:3:lowdin_charge:R:1
C 1.0993 0.5655 0.0447 -0.3597
C -0.3099 1.1518 -0.6122 -0.2561
C -0.9457 -0.0604 -1.2116 -0.1484
C -0.2544 -1.2298 0.6915 -0.2010
C 0.1398 0.1642 1.1725 -0.2258
H 2.4780 -1.2972 -0.3119 0.3102
H 1.7387 1.4644 0.4127 0.1644
H -0.1756 2.1078 -1.0579 0.1276
H -0.2014 -0.5031 -1.9701 0.1485
H -1.9957 0.1684 -1.5789 0.1499
H -0.5409 -1.6996 1.6410 0.1311
H 0.6743 -1.6638 0.3298 0.0944
H 0.5827 0.3641 2.1372 0.1312
H -1.8334 0.6771 0.5161 0.1693
N -0.8497 1.2469 0.7174 0.0346
O 1.6842 -0.3813 -0.7009 -0.1463
O -1.2905 -1.0750 -0.2193 -0.1238
```

Computed properties:
orbital gap	9.3	eV
total energy	-10910.8490	eV

No. 8
Here is C5H9NO2 as an isolated structure from OMol25. Energies are from ωB97M-V with the def2-TZVPD basis set.

XYZ file:
```
17
Properties=species:S:1:pos:R:3:lowdin_charge:R:1
C -2.1587 0.3134 -0.0268 -0.0743
C -0.5934 0.5494 -0.4172 -0.4172
C 0.3500 -0.6063 -0.3741 -0.3066
C 1.9426 -1.4018 0.8864 -0.1100
C 0.5300 0.3392 0.5108 -0.2691
H -2.4686 1.1183 0.9205 0.1157
H -2.3245 -1.0185 0.2485 0.1496
H -2.9978 0.6541 -1.0918 0.1520
H 0.4586 1.5813 -1.6931 0.0341
H -0.6488 2.4962 -0.9882 0.1511
H -0.3739 -1.4089 0.0249 0.1609
H 1.3441 -2.4375 1.2875 0.1740
H 3.1262 -1.5265 0.8155 0.1591
H 1.3089 1.1374 0.3476 0.1766
N -0.5061 1.5252 -1.5496 0.0758
O 1.7143 -1.0436 -0.5740 -0.0723
O 1.2972 -0.2716 1.6731 -0.0995
```

Computed properties:
orbital gap	10.0	eV
total energy	-10906.1724	eV

No. 9
Here is a 2-piece molecular cluster, C5H9NO2 overall from OMol25. Energies are from ωB97M-V with the def2-TZVPD basis set.

XYZ file:
```
17
Properties=species:S:1:pos:R:3:lowdin_charge:R:1
C 0.2871 2.1776 0.2525 -0.0125
C -0.6315 1.2566 1.0231 -0.4296
C 0.6696 -1.1040 0.2085 -0.2220
C 0.2490 -1.8707 1.2482 0.0803
O -1.0282 1.5760 2.1161 0.1004
H 1.6796 -1.3257 -0.1461 0.0979
H -0.2402 2.7217 -0.5283 0.0924
H 0.7888 2.8740 0.9239 0.0845
H 1.1374 1.6345 -0.1540 0.0641
H -0.6696 -1.6359 1.7612 0.0682
H 0.9138 -2.5790 1.7150 0.0593
C 0.1519 -1.0691 -2.0724 -0.0170
O -1.7864 0.6852 0.1505 -0.0909
N -0.2333 -0.9371 -0.8738 -0.0802
H -1.8422 -0.1185 -0.4084 0.0544
H -0.3970 -0.5394 -2.8397 0.0736
H 0.9511 -1.7461 -2.3765 0.0771
```

Computed properties:
SMILES string	CC(=O)O.C=CN=C
orbital gap	8.7	eV
total energy	-10911.5878	eV

No. 10
Here is one molecule with the formula C5H9NO2 from OMol25. Energies are from ωB97M-V with the def2-TZVPD basis set.

XYZ file:
```
17
Properties=species:S:1:pos:R:3:lowdin_charge:R:1
C -0.0811 -0.7411 -0.8304 -0.3906
C -0.3119 -0.4625 0.9642 0.0324
C -0.0228 1.9384 0.1693 -0.0250
C 0.5325 0.5561 0.3804 -0.4715
C -1.4541 -1.7745 -0.3794 -0.1973
O 0.9024 -1.4864 -1.1774 -0.1412
N 1.9177 0.3855 0.3743 0.0726
O -2.6135 -1.5090 -0.5080 0.0574
H 2.0691 -0.6265 -0.2436 0.1730
H -0.6606 -0.0854 -1.4824 0.1536
H 2.3570 1.1312 -0.1604 0.0784
H -1.0268 -2.7949 -0.3098 0.1330
H -1.2871 -0.1533 1.3251 0.1222
H 0.1923 -1.2675 1.4930 0.1350
H -0.0196 2.4794 1.1192 0.0923
H 0.5631 2.5075 -0.5560 0.0869
H -1.0568 1.9029 -0.1780 0.0888
```

Computed properties:
orbital gap	8.5	eV
total energy	-10912.0137	eV

No. 11
Here is C5H9NO2 as an isolated structure from OMol25. Energies are from ωB97M-V with the def2-TZVPD basis set.

XYZ file:
```
17
Properties=species:S:1:pos:R:3:lowdin_charge:R:1
C -0.2414 -0.2473 -1.0724 -0.1841
C 0.1229 1.2371 -1.1793 0.0059
C -1.8298 0.4713 1.0153 -0.1380
C 1.3933 -1.6735 0.3461 -0.0171
N 0.9196 -0.4823 -0.3124 -0.0667
C 1.0646 0.8925 -0.0101 -0.4240
O -1.3896 -0.3730 -0.0066 -0.1961
O 1.8020 1.4728 0.7280 0.1123
H -0.4664 -0.8981 -1.9227 0.1590
H 0.6302 1.5302 -2.0961 0.1206
H -0.6589 1.9522 -0.9505 0.1044
H -2.0966 1.4711 0.6520 0.0791
H -2.7190 0.0190 1.4576 0.0877
H -1.0749 0.5446 1.8038 0.0854
H 1.6519 -2.4335 -0.3970 0.0893
H 0.6210 -2.0704 1.0053 0.0875
H 2.2712 -1.4128 0.9390 0.0950
```

Computed properties:
orbital gap	10.2	eV
total energy	-10914.2535	eV

No. 12
Here is C5H9NO2 as an isolated structure from OMol25. Energies are from ωB97M-V with the def2-TZVPD basis set.

XYZ file:
```
17
Properties=species:S:1:pos:R:3:lowdin_charge:R:1
C 1.0232 -0.2516 -0.1545 -0.3316
C -1.2534 0.1027 1.6471 0.0653
C 1.2187 1.2013 -0.5101 -0.0768
C -1.5609 0.1947 -0.2356 -0.1979
N 1.0449 -1.1388 -1.2276 0.0521
C -0.4328 -0.8087 0.9331 -0.4998
O -2.0124 -0.5247 -1.0731 0.1040
O -0.4294 -2.0246 0.9740 0.0342
H 1.7140 -0.5714 0.6245 0.1313
H 0.3919 -0.9013 -1.9663 0.0846
H 0.8800 -2.0917 -0.9264 0.0867
H -2.0046 -0.3146 2.3137 0.1052
H -0.9409 1.1331 1.7554 0.0907
H -1.5075 1.2860 -0.3390 0.1181
H 1.0492 1.8471 0.3519 0.0766
H 2.2508 1.3443 -0.8394 0.0831
H 0.5691 1.5182 -1.3279 0.0741
```

Computed properties:
orbital gap	8.4	eV
total energy	-10912.4485	eV

No. 13
Here is a 2-piece molecular cluster, C5H9NO2 overall from OMol25. Energies are from ωB97M-V with the def2-TZVPD basis set.

XYZ file:
```
17
Properties=species:S:1:pos:R:3:lowdin_charge:R:1
C 1.6501 1.2785 0.9566 -0.1230
C 0.8052 -1.2689 -1.4165 -0.2923
O 0.5794 0.6694 1.6555 -0.2160
O 1.3071 -0.6634 -2.3468 0.0198
H 1.3876 -1.9245 -0.7467 0.1233
H 1.5474 2.3705 0.9814 0.0759
H 2.5866 1.0180 1.4594 0.0903
H 1.6935 0.9721 -0.0942 0.0695
C -0.6459 -1.1240 -1.0823 -0.1833
C -1.3531 1.6037 0.7924 0.0143
C -1.2880 -2.1392 -0.4479 0.0186
N -0.6336 0.5359 0.7755 0.0066
H -1.1948 -0.4687 -1.7522 0.1033
H -2.1963 1.7262 0.1006 0.0831
H -1.1092 2.4573 1.4399 0.0883
H -0.7639 -2.8258 0.2115 0.0637
H -2.3720 -2.2173 -0.4861 0.0578
```

Computed properties:
SMILES string	C=CC=O.C=NOC
orbital gap	9.6	eV
total energy	-10911.5017	eV

No. 14
Here is C5H9NO3 as an isolated structure from OMol25. Energies are from ωB97M-V with the def2-TZVPD basis set.

XYZ file:
```
18
Properties=species:S:1:pos:R:3:lowdin_charge:R:1
C -0.4604 0.2169 0.6773 -0.1538
C 1.8339 0.1632 -0.5362 -0.1704
C 2.5291 0.8059 0.6697 -0.0987
C -2.8241 -0.0513 -0.4968 -0.4637
C 0.5187 -0.5249 -0.2313 -0.3721
N -2.9957 -1.3163 -0.7069 0.1304
O -1.7156 -0.4134 0.7525 -0.1399
O -2.9821 1.0682 -0.8338 0.1439
O 0.2333 -1.6084 -0.6859 0.1039
H -2.0896 -1.5030 0.1681 0.1756
H -3.6629 -1.6321 -1.3957 0.1074
H -0.5910 1.2449 0.3142 0.1384
H -0.0344 0.2826 1.6840 0.1326
H 2.4783 -0.5763 -1.0132 0.1161
H 1.6172 0.9333 -1.2860 0.1255
H 1.9417 1.6212 1.0939 0.0702
H 2.7107 0.0715 1.4566 0.0811
H 3.4929 1.2179 0.3695 0.0733
```

Computed properties:
orbital gap	10.6	eV
total energy	-12961.8076	eV

No. 15
Here is one molecule with the formula C5H9NO3 from OMol25. Energies are from ωB97M-V with the def2-TZVPD basis set.

XYZ file:
```
18
Properties=species:S:1:pos:R:3:lowdin_charge:R:1
C -1.8901 -0.2764 -0.4933 -0.2399
C -0.8921 0.6027 0.1582 -0.3893
C 0.3383 1.2294 -0.5517 -0.1175
C 1.6277 0.9506 0.2401 -0.1203
C 2.1563 -0.3876 0.2116 -0.5298
H -2.0065 -1.9578 0.6014 0.0408
H -2.7742 -0.9514 1.1865 0.0305
H -1.3087 -0.7302 -1.4645 0.1643
H -2.6025 0.6537 -0.9939 0.1913
H 0.0544 2.3792 -0.7312 0.1749
H 0.3264 0.7499 -1.4527 0.0600
H 2.5682 1.6550 -0.1106 0.1885
H 1.4540 1.0979 1.4208 0.1836
H 1.8172 -2.3776 -0.0497 0.2619
N -2.5605 -1.2404 0.3138 0.0514
O -0.9307 0.6930 1.4241 0.0155
O 1.2482 -1.3717 -0.0795 0.0155
O 3.3747 -0.7184 0.3705 0.0185
```

Computed properties:
SMILES string	NCC(=O)CCC(=O)O
orbital gap	10.0	eV
total energy	-12961.0374	eV

It is found that the max |F| values, taken in the order of the records, are 4.7 0.5 2.7 0.6 0.4 4.4 6.6 9.5 5.8 3.5 3.6 2.8 3.0 1.1 6.3 eV/A.